Record 1
The following is a DFT calculation (ωB97M-V with the def2-TZVPD basis set) of the ion C23H37F2N2O3S with charge +1.

Geometry (Å):
C -4.663 0.710 0.376
C -3.524 1.372 0.064
C -2.571 0.833 -0.968
C -1.194 0.315 -0.433
C -0.703 1.071 0.865
C -0.901 0.365 2.191
C -0.044 -0.617 2.682
C -0.269 -1.205 3.920
C -1.347 -0.831 4.719
C -2.203 0.166 4.259
C -3.368 0.650 5.096
C -1.975 0.738 3.004
N -1.455 -1.081 0.020
C -1.410 -2.061 -1.037
C -1.775 -3.459 -0.536
C 0.014 -2.125 -1.592
N 0.792 -0.849 -1.416
F 1.369 -0.849 -0.160
C 1.928 -0.869 -2.397
C 2.935 -2.004 -2.248
C 4.038 -1.766 -1.189
C 4.852 -0.480 -1.426
S 4.930 0.499 0.068
O 5.941 1.491 -0.042
O 5.104 -0.415 1.159
O 3.508 1.203 0.257
C -0.142 0.309 -1.581
C 0.570 1.636 -1.834
F 1.086 1.640 -3.126
C -0.238 2.916 -1.686
C 0.650 4.088 -2.170
H -5.636 1.185 0.383
H -4.577 -0.344 0.635
H -3.301 2.293 0.597
H -2.467 1.575 -1.756
H -3.111 -0.003 -1.415
H 0.376 1.207 0.757
H -1.117 2.070 0.955
H 0.822 -0.927 2.113
H 0.407 -1.971 4.277
H -1.534 -1.287 5.681
H -3.018 0.754 6.121
H -3.639 1.653 4.776
H -4.218 -0.022 5.024
H -2.653 1.520 2.690
H -2.375 -1.110 0.443
H -2.096 -1.853 -1.875
H -2.644 -3.433 0.116
H -0.935 -3.964 -0.065
H -2.066 -4.065 -1.395
H 0.574 -2.858 -1.018
H 0.000 -2.432 -2.633
H 1.471 -0.930 -3.381
H 2.475 0.067 -2.391
H 2.513 -2.990 -2.068
H 3.444 -2.072 -3.210
H 4.723 -2.605 -1.277
H 3.589 -1.824 -0.203
H 5.894 -0.727 -1.609
H 4.513 0.112 -2.274
H 2.948 0.596 0.762
H -0.709 0.072 -2.485
H 1.421 1.706 -1.148
H -1.094 2.924 -2.355
H -0.497 3.154 -0.662
H 0.639 4.143 -3.256
H 0.250 5.034 -1.818
H 1.690 3.962 -1.874

Values from the calculation:
Total charge ... +1
Frontier orbital gap ... 8.46 eV
Structure (SMILES) ... C=CC[C@@]1(Cc2cccc(C)c2)N[C@H](C)C[N@@+](F)(CCCCS(=O)(=O)O)[C@@H]1[C@@H](F)CC
Electronic energy ... -49833.2708 eV

Atom charges from the Mulliken analysis, given in e for atoms 1 to 6: C -0.895; C -0.750; C 0.227; C 1.504; C -1.684; C -0.233

Record 2
The following is a DFT calculation (ωB97M-V with the def2-TZVPD basis set) of an isolated molecule of C2H2N2O.

Geometry (Å):
C -0.078 0.811 -0.020
C 0.769 -0.240 -0.018
O 0.052 -1.369 -0.020
N -1.301 -0.987 -0.003
N -1.375 0.274 -0.006
H 0.077 1.885 -0.004
H 1.856 -0.375 0.071

Values from the calculation:
Relative energy (zero: lowest compared OMol25 entry of this formula, charge and spin) ... 44.6 kcal/mol
Frontier orbital gap ... 11.54 eV
Structure (SMILES) ... c1conn1
Electronic energy ... -7131.9088 eV

Atom charges from the Mulliken analysis, given in e for atoms 1 to 6: C -0.457; C 0.119; O -0.112; N -0.092; N -0.192; H 0.369

Record 3
The following is a DFT calculation (ωB97M-V with the def2-TZVPD basis set) of a cluster of 6 separate species, C28H59F10N11O6PS in total.

Geometry (Å):
C -0.503 -4.168 3.208
C -1.052 -3.204 2.082
O -0.364 -1.959 2.170
C -0.695 -1.188 0.928
P -0.382 0.718 1.030
C -1.393 0.831 2.644
C -2.502 -0.128 3.153
N -3.614 -0.680 2.358
C -2.082 1.020 0.150
C -2.280 1.301 -1.374
C -2.856 0.087 -2.222
F -2.647 0.380 -3.574
F -2.173 -1.047 -1.886
C -4.430 -0.018 -2.096
F -4.930 0.889 -3.002
F -4.943 0.382 -0.885
S -5.219 -1.679 -2.513
F -4.499 -2.440 -1.288
F -6.469 -1.327 -1.484
F -6.130 -1.001 -3.704
F -4.108 -2.080 -3.599
F -5.977 -3.086 -2.847
C 0.649 0.855 -0.599
C 0.770 -0.068 -1.794
C 1.263 -1.431 -1.956
C 1.384 -2.178 -3.177
C 1.024 -1.567 -4.428
C 0.590 -0.188 -4.383
C 0.228 0.519 -5.732
C 0.482 0.505 -3.143
C 1.281 0.200 1.921
C 2.255 -0.851 1.317
F 2.263 1.289 2.107
C 0.015 2.618 1.232
C -0.984 3.651 0.574
C 0.240 3.243 2.667
C 1.304 4.444 2.678
H 0.164 -3.652 3.932
H -0.048 -5.081 2.747
H -1.383 -4.541 3.803
H -2.154 -3.092 2.254
H -0.865 -3.666 1.076
H -0.102 -1.753 0.173
H -1.743 -1.528 0.782
H -0.725 0.862 3.551
H -1.918 1.832 2.705
H -2.062 -0.975 3.754
H -3.028 0.419 4.009
H -4.455 -0.109 2.310
H -3.885 -1.572 2.775
H -2.758 0.115 0.195
H -2.776 1.686 0.734
H -1.573 1.923 -1.952
H -3.199 1.976 -1.423
H 1.719 1.158 -0.380
H 0.378 1.860 -1.042
H 1.577 -1.952 -1.027
H 1.750 -3.240 -3.149
H 1.118 -2.142 -5.370
H 1.006 1.319 -5.870
H -0.756 1.037 -5.704
H 0.356 -0.188 -6.582
H 0.163 1.572 -3.228
H 1.123 -0.114 2.990
H 1.913 -1.895 1.162
H 2.807 -0.551 0.389
H 3.091 -0.947 2.076
H 0.982 2.913 0.731
H -0.543 4.680 0.758
H -1.993 3.708 1.042
H -1.014 3.612 -0.549
H -0.731 3.661 3.054
H 0.614 2.555 3.456
H 2.175 4.238 3.339
H 1.576 4.747 1.640
H 0.769 5.329 3.124
C -6.740 3.413 -1.022
O -5.762 3.643 -0.334
N -6.959 2.210 -1.616
N -7.710 4.350 -1.259
H -7.762 2.016 -2.184
H -6.269 1.485 -1.471
H -7.590 5.254 -0.840
H -8.519 4.174 -1.823
C 3.849 1.625 -2.485
O 2.712 2.054 -2.555
N 4.938 2.331 -2.929
N 4.140 0.409 -1.961
H 5.877 1.985 -2.874
H 4.769 3.238 -3.324
H 3.368 -0.146 -1.627
H 5.074 0.044 -1.896
C -0.077 0.769 6.737
O -0.504 0.946 5.615
N 1.211 0.388 6.983
N -0.846 0.932 7.856
H 1.575 0.239 7.905
H 1.812 0.257 6.188
H -1.801 1.211 7.721
H -0.503 0.788 8.786
C 4.515 -4.334 -3.889
O 3.626 -3.771 -3.280
N 5.369 -3.671 -4.719
N 4.738 -5.680 -3.798
H 6.106 -4.123 -5.226
H 5.241 -2.679 -4.814
H 4.130 -6.208 -3.197
H 5.468 -6.152 -4.297
C 6.706 -1.580 0.601
O 6.763 -1.231 -0.567
N 6.536 -2.881 0.971
N 6.806 -0.703 1.637
H 6.486 -3.179 1.926
H 6.456 -3.562 0.237
H 6.929 0.267 1.409
H 6.758 -0.980 2.599

Values from the calculation:
Total charge ... -1
Relative energy (zero: lowest compared OMol25 entry of this formula, charge and spin) ... 89.2 kcal/mol
Frontier orbital gap ... 5.78 eV
Electronic energy ... -105965.1195 eV

Atom charges from the Mulliken analysis, given in e for atoms 1 to 6: C -1.277; C 0.114; O -0.240; C -2.187; P 3.860; C -0.192

Record 4
The following is a DFT calculation (ωB97M-V with the def2-TZVPD basis set) of a structure of composition CCeF5LiO3P.

Geometry (Å):
P -1.015 0.477 -1.074
F -1.707 1.864 -0.826
F -1.017 -2.857 0.557
F -0.770 0.812 -2.613
F -2.094 -0.594 -1.468
F -1.400 0.130 0.548
O 0.558 0.534 -0.805
O 2.534 0.850 0.130
C 1.425 0.360 0.262
O 1.050 -0.283 1.280
Li 3.125 0.187 1.905
Ce -0.688 -1.481 2.105

Values from the calculation:
2S+1 ... 2
Expectation value of S² ... 0.75
Total charge ... +2
Relative energy (zero: lowest compared OMol25 entry of this formula, charge and spin) ... 0.0 kcal/mol
Frontier orbital gap (alpha / beta) ... 10.69 / 10.89 eV
Electronic energy ... -43180.1690 eV

Atom charges from the Mulliken analysis, given in e for atoms 1 to 6: P 1.177; F -0.189; F -0.464; F -0.292; F -0.150; F -0.400